{
  "formula": "C36H53BN4O19S",
  "method": "ωB97M-V/def2-TZVPD",
  "smiles": "NCc1cccc2c1N(B(N)O)c1ccc(-c3cccnc3)cc1S2.COC(=O)OC.COC(=O)OC.COC(=O)OC.COC(=O)OC.COC(=O)OC.COC(=O)OC",
  "orbital_gap_ev": 8.3,
  "e_tot_ev": -94566.0809,
  "multiplicity": 1,
  "mol_weight_da": 888.7,
  "symbols": ["N", "C", "C", "C", "C", "C", "C", "C", "N", "B", "N", "O", "C", "C", "C", "C", "C", "C", "C", "C", "N", "C", "C", "C", "S", "H", "H", "H", "H", "H", "H", "H", "H", "H", "H", "H", "H", "H", "H", "H", "H", "H", "C", "O", "C", "O", "O", "C", "H", "H", "H", "H", "H", "H", "C", "O", "C", "O", "O", "C", "H", "H", "H", "H", "H", "H", "C", "O", "C", "O", "O", "C", "H", "H", "H", "H", "H", "H", "C", "O", "C", "O", "O", "C", "H", "H", "H", "H", "H", "H", "C", "O", "C", "O", "O", "C", "H", "H", "H", "H", "H", "H", "C", "O", "C", "O", "O", "C", "H", "H", "H", "H", "H", "H"],
  "positions_angstrom": [[3.216297, -2.986401, 1.245866], [4.088689, -3.363108, 0.119073], [3.684974, -2.790131, -1.270758], [4.332931, -3.429636, -2.442862], [4.123460, -3.021087, -3.813315], [3.223207, -1.893526, -4.082681], [2.569551, -1.272606, -2.954163], [2.778091, -1.681643, -1.536634], [2.117097, -0.988213, -0.441654], [2.824324, 0.247650, -0.016237], [2.982452, 0.646282, 1.410248], [3.365410, 1.133877, -0.987355], [0.701903, -0.783919, -0.669889], [-0.306030, -1.083124, 0.361557], [-1.747287, -0.906291, 0.113099], [-2.263324, -0.418279, -1.161885], [-3.760296, -0.249789, -1.487692], [-4.609670, -1.439047, -1.766719], [-5.996699, -1.069972, -2.073929], [-6.529351, 0.282957, -2.072315], [-5.718734, 1.344498, -1.810737], [-4.424715, 1.041541, -1.561392], [-1.271552, -0.076960, -2.191384], [0.144254, -0.259993, -1.943529], [1.396929, 0.110703, -3.229747], [2.225501, -3.034672, 1.016695], [3.440136, -3.627139, 2.013061], [5.178850, -3.146643, 0.308514], [4.034653, -4.493568, 0.018949], [5.033419, -4.284258, -2.258780], [4.640199, -3.497537, -4.673869], [3.054041, -1.542640, -5.130256], [3.200076, 1.653473, 1.409806], [3.832908, 0.226013, 1.810142], [4.230742, 1.448578, -0.676798], [0.009006, -1.454968, 1.369003], [-2.479852, -1.145643, 0.914125], [-4.221973, -2.478182, -1.775788], [-6.705734, -1.898985, -2.330344], [-7.612948, 0.440872, -2.304076], [-3.754133, 1.926348, -1.381219], [-1.568464, 0.325628, -3.188072], [-6.424759, 2.344708, 5.449819], [-6.932757, 1.952124, 4.175985], [-6.385830, 2.605399, 3.141745], [-5.537826, 3.457689, 3.213392], [-6.945768, 2.145535, 2.018463], [-6.454240, 2.757745, 0.823516], [-6.938050, 1.752194, 6.205418], [-5.355110, 2.142366, 5.517055], [-6.629005, 3.399539, 5.637497], [-5.386945, 2.571302, 0.707090], [-6.660550, 3.829311, 0.827755], [-6.975270, 2.310586, -0.017186], [2.455209, 6.116752, 6.041107], [2.363784, 4.700314, 6.193665], [2.906011, 4.002768, 5.187662], [3.439272, 4.466524, 4.211900], [2.752911, 2.702045, 5.455836], [3.289373, 1.832218, 4.458957], [1.985393, 6.572079, 6.911179], [3.498276, 6.433618, 6.003651], [1.921882, 6.442786, 5.147566], [4.366603, 1.979290, 4.359704], [2.789827, 1.987401, 3.505012], [3.108918, 0.808013, 4.780252], [-2.519815, -6.316342, -4.498241], [-1.625713, -5.217226, -4.334071], [-1.034756, -5.164580, -3.132336], [-1.201037, -5.944257, -2.228737], [-0.231008, -4.097849, -3.112726], [0.471070, -3.913683, -1.882239], [-2.935368, -6.255093, -5.502766], [-1.988259, -7.263574, -4.399289], [-3.338246, -6.257982, -3.779464], [1.123033, -4.765592, -1.679365], [-0.229063, -3.758882, -1.059160], [1.087499, -3.023938, -1.981689], [-11.244002, 0.285124, -7.484774], [-10.376318, 1.408930, -7.341747], [-9.764928, 1.482598, -6.153619], [-9.891468, 0.703542, -5.243192], [-8.988836, 2.571893, -6.153358], [-8.271250, 2.776135, -4.936765], [-11.679985, 0.331113, -8.481259], [-10.685331, -0.646999, -7.392573], [-12.049682, 0.324816, -6.750762], [-7.595127, 1.942249, -4.743791], [-8.959842, 2.914740, -4.102193], [-7.678715, 3.682312, -5.048775], [10.607270, -2.968063, -5.119432], [9.690362, -2.045698, -5.706264], [8.615104, -1.785494, -4.952179], [8.381952, -2.254129, -3.867242], [7.845698, -0.914815, -5.614510], [6.652539, -0.543307, -4.922693], [11.432583, -3.100086, -5.817028], [11.003566, -2.574076, -4.182842], [10.130231, -3.935573, -4.958374], [6.891746, -0.052209, -3.978667], [6.019071, -1.412922, -4.753192], [6.110572, 0.162312, -5.550558], [3.395267, 2.241830, 12.098560], [4.102525, 3.177421, 11.286164], [4.209723, 2.816920, 10.000932], [3.772206, 1.808373, 9.510761], [4.888697, 3.774002, 9.357693], [5.079281, 3.520746, 7.965985], [3.372206, 2.638134, 13.112341], [2.369272, 2.125312, 11.747522], [3.908292, 1.279471, 12.113194], [4.120809, 3.455694, 7.453502], [5.659266, 2.608781, 7.816752], [5.639222, 4.357152, 7.549367]],
  "atomic_forces_ev_per_a": [[0.97, 0.07, 0.24], [-0.49, -1.13, -0.78], [0.09, 0.60, -2.10], [-0.73, 0.88, -0.33], [-1.11, 1.48, 1.70], [0.29, -0.85, 2.01], [0.35, -0.63, 0.68], [1.58, -1.06, -1.85], [-0.39, 0.56, -1.38], [0.70, 1.13, 0.24], [0.76, 0.25, -1.07], [0.07, -1.41, 0.76], [-3.83, 0.41, 0.13], [-0.50, 0.52, -1.60], [1.07, 0.40, -1.35], [1.96, 0.32, -0.14], [-1.80, -1.41, -0.30], [-1.03, 4.04, -0.05], [0.50, -0.49, 0.16], [1.80, -1.52, 0.19], [0.21, -1.94, -0.40], [1.52, -0.26, 0.31], [0.67, -0.66, 1.50], [0.32, -0.81, 1.28], [-0.26, -1.03, 0.61], [0.41, -0.09, 0.00], [-0.43, 0.36, -0.32], [-1.15, 0.14, 0.03], [0.30, 1.06, -0.30], [-0.75, 0.91, -0.09], [-0.41, 0.23, 0.94], [0.01, -0.32, 1.18], [-0.21, -0.48, 0.05], [-0.84, -0.37, 0.13], [-0.58, 0.26, -0.09], [-0.20, 0.42, -1.10], [0.74, 0.17, -0.63], [-0.41, 0.92, 0.03], [0.70, 0.89, 0.30], [1.19, 0.00, 0.27], [-0.78, -0.87, -0.14], [0.13, -0.48, 0.98], [0.07, 0.04, 0.35], [0.03, 0.04, -0.15], [-0.12, -0.11, -0.12], [-0.13, -0.14, 0.04], [0.05, 0.05, 0.30], [-0.05, 0.21, -0.27], [-0.10, -0.07, -0.24], [-0.04, 0.16, -0.07], [0.15, -0.03, -0.08], [-0.06, 0.11, 0.09], [0.16, -0.04, 0.12], [-0.05, -0.11, 0.26], [-0.03, 0.40, 0.04], [0.05, -0.16, -0.11], [-0.16, -0.09, 0.00], [-0.04, -0.05, 0.17], [0.02, 0.26, 0.08], [0.12, -0.29, -0.19], [-0.01, -0.27, 0.03], [-0.06, -0.05, -0.15], [0.17, -0.06, -0.03], [-0.08, 0.12, -0.07], [0.06, 0.07, 0.11], [-0.13, 0.17, 0.17], [-0.23, -0.24, -0.12], [0.09, 0.05, 0.13], [0.10, 0.16, -0.07], [-0.02, 0.10, -0.16], [-0.18, -0.18, -0.08], [0.12, 0.05, 0.29], [0.17, 0.21, 0.03], [-0.06, 0.06, 0.15], [0.14, -0.09, 0.06], [-0.14, -0.03, 0.02], [0.00, -0.16, -0.04], [-0.36, -0.33, -0.33], [-0.24, -0.26, -0.12], [0.11, 0.06, 0.14], [0.04, 0.12, -0.10], [0.02, 0.11, -0.15], [-0.16, -0.15, -0.08], [0.26, 0.13, 0.33], [0.17, 0.21, 0.03], [-0.05, 0.07, 0.15], [0.15, -0.08, 0.06], [-0.14, -0.01, 0.06], [0.04, -0.16, -0.04], [-0.13, -0.05, -0.24], [0.29, -0.23, 0.08], [-0.17, 0.08, 0.05], [-0.01, 0.08, -0.14], [0.04, 0.05, -0.17], [0.19, -0.11, 0.02], [-0.33, 0.16, 0.11], [-0.17, 0.17, -0.11], [-0.15, -0.09, 0.01], [-0.02, 0.11, 0.13], [-0.01, -0.18, 0.02], [0.14, 0.05, 0.15], [0.24, -0.07, -0.14], [-0.17, -0.18, 0.27], [0.06, 0.03, -0.17], [0.03, 0.11, 0.00], [0.09, 0.14, 0.10], [-0.06, -0.06, 0.19], [0.09, -0.01, -0.41], [0.13, 0.18, -0.15], [0.12, -0.11, -0.08], [-0.11, 0.02, -0.13], [0.05, -0.19, 0.14], [-0.16, -0.02, 0.03], [-0.02, 0.06, 0.29]],
  "mulliken_charge": [-0.48, -1.06, 0.99, -0.93, -0.79, -0.88, 1.57, -1.29, 1.17, 0.17, -0.44, -0.64, -0.66, -0.58, -0.50, 0.60, -0.22, -0.27, -0.65, -0.24, -0.51, -0.27, -0.64, 0.99, -0.44, 0.08, 0.31, 0.38, 0.45, 0.33, 0.58, 0.43, 0.27, 0.20, 0.28, 0.41, 0.39, 0.50, 0.30, 0.46, 0.40, 0.33, -0.63, -0.32, 0.78, -0.54, -0.31, -0.45, 0.22, 0.29, 0.29, 0.21, 0.33, 0.12, -0.67, -0.29, 0.79, -0.57, -0.29, -0.73, 0.23, 0.30, 0.30, 0.33, 0.26, 0.33, -0.65, -0.34, 0.68, -0.55, -0.21, -0.46, 0.23, 0.30, 0.28, 0.45, 0.31, -0.16, -0.62, -0.32, 0.79, -0.54, -0.31, -0.62, 0.22, 0.29, 0.29, 0.25, 0.30, 0.27, -0.62, -0.33, 0.76, -0.54, -0.34, -0.20, 0.22, 0.29, 0.29, 0.29, -0.08, 0.28, -0.62, -0.33, 0.77, -0.54, -0.34, -0.50, 0.22, 0.29, 0.29, 0.15, 0.32, 0.28]
}

=====

{
  "formula": "H3NO2Si",
  "method": "ωB97M-V/def2-TZVPD",
  "orbital_gap_ev": 10.0,
  "e_tot_ev": -13506.7179,
  "de_lowest_ev": 1.564,
  "multiplicity": 1,
  "mol_weight_da": 77.1,
  "symbols": ["N", "O", "O", "Si", "H", "H", "H"],
  "positions_angstrom": [[1.129585, -0.175056, -0.014145], [1.870194, -0.824593, 0.733947], [1.531397, 0.493562, -0.942693], [-0.639162, 0.084198, -0.115873], [-0.956717, 1.449948, -0.250659], [-1.483599, -0.881896, -0.980193], [-1.451700, -0.146163, 1.569619]],
  "atomic_forces_ev_per_a": [[2.07, -1.79, 1.75], [-1.59, 0.91, -0.96], [0.53, 0.78, -1.27], [-4.18, -1.91, 3.48], [0.19, 1.17, -0.60], [1.31, 0.72, 0.37], [1.66, 0.11, -2.78]],
  "mulliken_charge": [0.82, -0.51, -0.48, 0.31, -0.05, -0.04, -0.05]
}

=====

{
  "formula": "C4H30BO23",
  "method": "ωB97M-V/def2-TZVPD",
  "s2": 0.7574,
  "orbital_gap_ev": [7.8, 2.8],
  "e_tot_ev": -52404.4831,
  "de_lowest_ev": 0.682,
  "multiplicity": 2,
  "mol_weight_da": 457.1,
  "symbols": ["O", "C", "O", "B", "O", "C", "O", "O", "C", "O", "C", "O", "O", "O", "H", "H", "O", "H", "H", "O", "H", "H", "O", "H", "H", "O", "H", "H", "O", "H", "H", "O", "H", "H", "O", "H", "H", "O", "H", "H", "O", "H", "H", "O", "H", "H", "O", "H", "H", "O", "H", "H", "O", "H", "H", "O", "H", "H"],
  "positions_angstrom": [[-3.114302, -2.903275, -1.881175], [-2.514762, -2.089865, -1.146985], [-1.302752, -1.534865, -1.385205], [-0.879052, -0.599275, -0.280335], [-2.027502, -0.655935, 0.710665], [-3.015962, -1.537965, 0.237395], [-4.129402, -1.783125, 0.747295], [-0.661052, 0.820205, -0.719985], [0.582198, 1.200915, -0.430555], [1.223978, 2.224605, -0.717005], [1.201118, 0.005285, 0.390905], [0.378168, -0.969715, 0.380965], [2.315018, -0.000705, 0.935495], [3.320058, 4.463315, 0.505485], [3.274948, 5.342315, 0.129255], [2.701978, 3.948285, -0.013125], [-0.358522, 4.671815, -0.891775], [-1.264292, 4.362285, -0.893195], [-0.413502, 5.573405, -0.575015], [-0.316982, 3.516625, 1.799425], [0.206538, 2.751235, 2.036795], [-0.033882, 3.735035, 0.911515], [3.415518, -1.906945, -0.620535], [2.898248, -1.182835, -0.267935], [4.138278, -2.009365, -0.001375], [0.078688, -0.260535, -3.705555], [0.441628, -1.122005, -3.911395], [-0.623652, -0.439185, -3.080225], [2.536968, -0.101895, 3.940805], [1.884548, -0.786275, 4.089825], [2.083188, 0.550025, 3.406645], [1.176398, -3.682195, 1.572615], [0.664208, -4.376525, 1.158125], [1.707528, -3.319845, 0.863505], [1.786518, 4.160545, -2.807025], [1.079188, 3.973295, -3.424165], [1.836828, 3.379785, -2.255555], [-4.832202, -1.412315, -3.675215], [-4.324972, -2.198945, -3.474795], [-4.610032, -1.208485, -4.583685], [5.139058, 1.214485, -1.245835], [4.944518, 0.439445, -1.772815], [4.816588, 0.997125, -0.371195], [4.334788, -1.653195, 2.703375], [4.726798, -1.585815, 1.832725], [3.669578, -0.965145, 2.720955], [-2.849332, 3.375885, -1.147085], [-3.186482, 3.297425, -0.254665], [-2.583192, 2.486965, -1.382095], [0.298218, -2.250535, 3.570815], [0.641638, -2.587405, 2.743285], [-0.526502, -2.719685, 3.697145], [-2.318362, -3.356305, 2.887415], [-2.325762, -4.083465, 2.264995], [-2.998252, -2.761895, 2.570135], [-6.421282, -2.866375, -0.842865], [-6.190252, -2.112845, -0.299685], [-5.680692, -3.465585, -0.749505]],
  "atomic_forces_ev_per_a": [[2.47, 3.07, 2.84], [-1.47, -2.16, -1.63], [0.01, 0.66, 0.63], [-3.15, -1.60, 0.67], [-0.99, -1.56, -1.71], [-1.92, 0.73, 1.27], [4.58, 0.99, -1.48], [2.44, 1.08, 0.08], [-0.96, 1.91, -1.57], [-1.92, -2.69, 0.76], [4.05, -0.96, 2.55], [-0.40, 0.17, -0.57], [-3.24, 1.06, -1.65], [0.05, -0.17, 0.24], [0.04, 0.25, -0.10], [-0.10, -0.06, -0.12], [0.89, -0.08, 0.06], [-1.01, -0.43, -0.26], [0.12, 0.40, 0.12], [-0.30, -0.31, 0.18], [0.17, -0.05, 0.39], [0.11, 0.43, -0.51], [-0.11, -0.40, -0.60], [0.37, -0.06, 0.13], [0.14, -0.17, 0.12], [0.26, 0.51, 0.07], [0.09, -0.25, -0.10], [-0.31, -0.25, 0.03], [0.30, 0.41, -0.13], [-0.57, -0.59, 0.17], [-0.14, 0.23, 0.07], [0.12, -0.22, -0.34], [-0.16, -0.25, -0.02], [0.44, 0.14, -0.29], [0.25, 0.32, 0.15], [-0.38, 0.00, -0.36], [0.16, -0.41, 0.17], [-0.06, 0.34, 0.02], [0.07, -0.31, 0.21], [-0.01, 0.09, -0.25], [-0.06, 0.24, -0.11], [-0.02, -0.29, -0.18], [-0.02, 0.02, 0.32], [0.46, -0.61, -0.47], [0.36, -0.01, 0.02], [-0.43, 0.44, 0.58], [0.22, 0.34, -0.08], [-0.24, -0.03, 0.36], [0.02, -0.32, -0.15], [0.25, 1.03, 0.79], [0.12, -0.43, -0.27], [-0.41, -0.03, -0.01], [0.24, -0.10, 0.11], [-0.06, -0.28, -0.06], [-0.33, 0.28, 0.01], [-0.43, -0.13, -0.17], [0.14, 0.12, 0.11], [0.23, -0.04, 0.01]],
  "mulliken_charge": [-0.65, 0.55, -0.43, 1.23, -0.51, 0.58, -0.60, -0.26, -0.19, -0.19, 0.82, -0.13, -0.47, -0.62, 0.31, 0.30, -0.51, 0.37, 0.32, -0.62, 0.31, 0.37, -0.65, 0.18, 0.29, -0.62, 0.32, 0.37, -0.70, 0.36, 0.28, -0.64, 0.27, 0.32, -0.46, 0.35, 0.34, -0.59, 0.34, 0.29, -0.62, 0.32, 0.31, -0.63, 0.27, 0.40, -0.73, 0.35, 0.30, -0.66, 0.37, 0.27, -0.57, 0.30, 0.28, -0.59, 0.32, 0.30]
}